Entry 1:
Here is a structure of composition C26H20Cl2I2N3O3W at a distorted geometry from OMol25. Energies are from wB97M-V/def2-TZVPD.

Computed properties:
calculated total energy: -80947.753 eV
HOMO energy: -16.21 eV
frontier orbital gap: 5.07 eV
multiplicity: 1
maximum force: 1.0 eV/A
charge: +3
relative energy (zero: lowest compared OMol25 entry of this formula, charge and spin): 0.0 kJ/mol

Geometry (Å):
1 W -0.1196 0.2086 0.1435
2 O 0.1772 1.8802 0.8143
3 C 0.7295 2.9805 0.2199
4 C 1.4733 3.8614 0.9718
5 C 2.0089 4.9706 0.3275
6 C 1.7696 5.2151 -1.0257
7 C 0.9753 4.3559 -1.7553
8 C 0.4498 3.2008 -1.1508
9 C -0.5358 2.4260 -1.8314
10 N -1.0032 1.2785 -1.4206
11 C -2.2733 0.7414 -1.9291
12 C -3.0779 0.4389 -0.6772
13 N -2.1686 -0.2462 0.2866
14 C -2.7364 -1.0264 1.1840
15 C -2.1032 -1.7905 2.1892
16 C -2.8805 -2.5685 3.0712
17 C -2.2653 -3.3055 4.0598
18 C -0.8762 -3.2841 4.1806
19 C -0.0752 -2.5261 3.3262
20 C -0.7053 -1.7905 2.3537
21 O 0.0209 -1.0116 1.5044
22 H 1.6422 3.6712 2.0220
23 H 2.6142 5.6647 0.8959
24 H 2.1868 6.0950 -1.4953
25 H 0.7510 4.5644 -2.7940
26 H -0.9871 2.8585 -2.7234
27 H -2.0816 -0.1580 -2.5147
28 H -2.7839 1.4688 -2.5582
29 H -3.9426 -0.1858 -0.8980
30 H -3.4223 1.3663 -0.2158
31 H -3.8235 -1.0883 1.1458
32 H -3.9585 -2.5792 2.9668
33 H -2.8573 -3.9008 4.7405
34 H -0.4016 -3.8692 4.9580
35 H 1.0018 -2.5038 3.4203
36 I 4.5918 1.2843 -1.6953
37 C 3.2918 -0.2057 -2.2700
38 C 3.6276 -1.1117 -3.3043
39 C 2.7853 -2.1270 -3.6946
40 I 3.3862 -3.4052 -5.2026
41 C 1.5156 -2.2888 -3.0480
42 C 0.5735 -3.2953 -3.2954
43 C -0.5954 -3.3454 -2.5554
44 C -0.8423 -2.3877 -1.5857
45 N 0.0225 -1.3924 -1.3263
46 C 1.1898 -1.3649 -2.0402
47 C 2.0708 -0.3544 -1.6642
48 O 1.5881 0.3911 -0.6340
49 H 4.5861 -0.9997 -3.7927
50 H 0.7693 -4.0395 -4.0580
51 H -1.3239 -4.1262 -2.7199
52 H -1.7502 -2.4195 -1.0010
53 Cl -0.8465 1.1541 3.8663
54 C 0.7910 1.1812 4.5644
55 Cl 2.0485 0.8579 3.3570
56 H 0.8427 0.4149 5.3280
57 H 0.9561 2.1680 4.9791

Entry 2:
Here is a structure of composition C26H20ClIN6O7Y at a distorted geometry from OMol25. Energies are from wB97M-V/def2-TZVPD.

Computed properties:
calculated total energy: -72225.209 eV
HOMO energy: -10.38 eV
frontier orbital gap: 6.25 eV
multiplicity: 1
maximum force: 3.3 eV/A
charge: +1
relative energy (zero: lowest compared OMol25 entry of this formula, charge and spin): 0.0 kJ/mol

Geometry (Å):
1 Y -0.8207 -0.1794 -0.2744
2 O -1.7663 -3.5387 2.8631
3 C -2.2579 -2.7635 3.8738
4 C -2.2831 -3.3200 5.1939
5 C -2.8204 -2.6007 6.2505
6 C -3.4627 -1.4125 6.0013
7 C -3.5056 -0.9032 4.7131
8 C -2.7905 -1.4782 3.6643
9 C -2.4737 -0.7658 2.4025
10 O -1.7315 -1.3639 1.4759
11 N -2.9250 0.4327 2.2284
12 N -2.4996 0.9658 1.0514
13 C -3.1064 2.0716 0.6143
14 C -2.7829 2.6133 -0.6728
15 C -3.3986 3.7464 -1.2623
16 C -2.9723 4.1439 -2.5223
17 C -1.9243 3.4719 -3.1518
18 C -1.4470 2.3182 -2.5430
19 N -1.8652 1.8737 -1.3445
20 H -1.6514 -2.9094 2.0950
21 H -1.8411 -4.3174 5.3130
22 H -2.8144 -3.0077 7.2795
23 H -3.9147 -0.8524 6.8056
24 H -4.0601 0.0031 4.4975
25 H -3.9040 2.5344 1.2219
26 H -4.1667 4.3057 -0.7363
27 H -3.4503 4.9806 -3.0571
28 H -1.5505 3.7817 -4.1400
29 H -0.5588 1.8117 -2.9522
30 O 0.5804 -2.8336 -5.6713
31 C 1.6493 -2.1093 -5.3043
32 O 2.6883 -2.1361 -5.9754
33 C 1.5569 -1.2447 -4.0749
34 C 2.5514 -0.3469 -3.6588
35 Cl 3.7838 0.3005 -4.5817
36 N 2.1809 0.2630 -2.5036
37 N 0.9347 -0.1211 -2.1237
38 C 0.5987 -1.1053 -3.0456
39 C -0.6578 -1.8478 -2.8594
40 O -1.1602 -2.5455 -3.7467
41 O -1.2381 -1.7019 -1.6979
42 C 2.9014 1.2535 -1.7397
43 C 2.2462 2.4078 -1.2966
44 C 2.8202 3.2541 -0.3335
45 C 4.0533 2.9023 0.2106
46 C 4.7402 1.7641 -0.2418
47 C 4.2479 0.9921 -1.2840
48 H -0.1575 -2.7727 -5.0070
49 H 1.2676 2.5980 -1.7049
50 H 2.2292 4.1276 0.0226
51 H 4.4481 3.5001 1.0298
52 H 5.7139 1.4766 0.2396
53 H 4.8341 0.2122 -1.7660
54 N 2.4977 -0.8598 2.4403
55 C 2.0386 -1.3400 1.2616
56 O 0.9913 -0.7692 0.7794
57 C 2.6743 -2.4755 0.5821
58 I 1.9694 -4.3889 1.3832
59 H 2.1761 0.0162 2.7984
60 H 3.4073 -1.1335 2.7485
61 H 3.7669 -2.4906 0.6996
62 H 2.4117 -2.4874 -0.4670

Entry 3:
Here is a cluster of 2 separate species, C26H20F2O4S2 in total at a distorted geometry from OMol25. Energies are from wB97M-V/def2-TZVPD.

Computed properties:
calculated total energy: -62576.844 eV
HOMO energy: -8.19 eV
frontier orbital gap: 6.31 eV
multiplicity: 1
maximum force: 1.5 eV/A
relative energy (zero: lowest compared OMol25 entry of this formula, charge and spin): 0.0 kJ/mol

Geometry (Å):
1 F -0.0861 0.9258 0.2000
2 C 0.0129 0.0065 -0.7948
3 S -0.9722 0.5319 -2.2561
4 C -0.1877 1.8912 -3.1433
5 C 0.5631 1.6226 -4.2976
6 C 1.1230 2.6727 -5.0301
7 C 0.9531 3.9966 -4.5949
8 C 0.2310 4.2635 -3.4238
9 C -0.3575 3.2113 -2.7097
10 O -0.9872 -0.5989 -3.1621
11 O -2.1657 1.0682 -1.6269
12 S 1.7815 -0.1421 -1.2611
13 C 2.7903 -0.1594 0.2402
14 C 3.3432 1.0320 0.7193
15 C 4.0448 1.0284 1.9235
16 C 4.2370 -0.1693 2.6176
17 C 3.7883 -1.3705 2.0631
18 C 3.0739 -1.3720 0.8678
19 O 1.9574 -1.3755 -1.9999
20 O 2.1307 1.1640 -1.8097
21 H 0.7039 0.5921 -4.6297
22 H 1.7087 2.4468 -5.9276
23 H 1.4252 4.8132 -5.1410
24 H 0.1289 5.2846 -3.0452
25 H -0.9454 3.4019 -1.8108
26 H 3.2175 1.9543 0.1575
27 H 4.4414 1.9646 2.3063
28 H 4.7570 -0.1848 3.5753
29 H 3.9873 -2.3221 2.5514
30 H 2.7239 -2.2991 0.4119
31 F 1.9178 -3.1956 4.6058
32 C 0.9064 -2.8638 3.7400
33 C 0.6723 -3.7267 2.6659
34 C -0.1254 -3.2747 1.6326
35 C -0.7270 -1.9828 1.6761
36 C -1.5101 -1.5201 0.5418
37 C -2.8482 -0.9665 0.6520
38 C -3.9008 -1.4987 -0.1510
39 C -5.1538 -0.9047 -0.1626
40 C -5.3969 0.2394 0.6184
41 C -4.4091 0.7213 1.4860
42 C -3.1611 0.1157 1.5196
43 C -0.4830 -1.1664 2.8143
44 C 0.3529 -1.5890 3.8316
45 H 1.1607 -4.6943 2.6143
46 H -0.3613 -3.9155 0.7770
47 H -1.1596 -1.8518 -0.4412
48 H -3.6703 -2.3703 -0.7702
49 H -5.9198 -1.2935 -0.8368
50 H -6.3333 0.7854 0.4876
51 H -4.5723 1.6200 2.0777
52 H -2.3826 0.5463 2.1368
53 H -0.9367 -0.1803 2.8742
54 H 0.6195 -0.9120 4.6407

Entry 4:
Here is a structure of composition C26H20FeN2 at a distorted geometry from OMol25. Energies are from wB97M-V/def2-TZVPD.

Computed properties:
calculated total energy: -64647.786 eV
HOMO energy (spin up / spin down): 1.44 / -0.20 eV
frontier orbital gap (spin up / spin down): 3.75 / 5.38 eV
multiplicity: 5
maximum force: 2.2 eV/A
charge: -2
⟨S²⟩: 6.133

Geometry (Å):
1 C 1.0110 3.0126 2.4781
2 C 2.1703 2.8942 1.6042
3 C 1.6977 2.7654 0.2360
4 C 0.2465 2.8169 0.2610
5 C -0.1769 2.9763 1.6409
6 Fe 0.9561 1.3609 1.4148
7 C 0.1200 -0.0451 2.5258
8 C 1.5758 -0.1745 2.5236
9 C 1.9974 -0.3260 1.1662
10 C 0.8310 -0.2559 0.2730
11 C 0.8375 -0.0938 -1.1520
12 C 1.5528 -0.8801 -2.0800
13 C 1.5141 -0.5176 -3.4545
14 C 2.2509 -1.2112 -4.3903
15 C 3.0458 -2.2981 -4.0049
16 C 3.0722 -2.6877 -2.6598
17 C 2.3203 -2.0212 -1.7106
18 C -0.3306 -0.0860 1.1674
19 H 1.0334 3.1872 3.5459
20 H 3.2059 2.9732 1.9098
21 H 2.3165 2.7233 -0.6552
22 H -0.4056 2.8378 -0.6052
23 H -1.1970 3.1318 1.9727
24 H -0.4978 -0.0036 3.4208
25 H 2.2147 -0.2514 3.4041
26 H 2.9916 -0.5475 0.8085
27 H 0.1142 0.6243 -1.5589
28 H 0.8600 0.3144 -3.7327
29 H 2.1969 -0.9213 -5.4404
30 H 3.6475 -2.8291 -4.7412
31 H 3.6954 -3.5331 -2.3665
32 H 2.2905 -2.3689 -0.6757
33 H -1.3515 -0.0861 0.8077
34 C 4.7138 0.0026 -1.0304
35 C 4.6957 1.0046 -0.0427
36 N 4.8181 1.7929 0.8175
37 C 5.3747 0.3294 -2.2958
38 C 5.7918 -0.6968 -3.1802
39 C 6.2848 -0.3681 -4.4383
40 C 6.5133 0.9760 -4.7677
41 C 6.2408 1.9914 -3.8401
42 C 5.6737 1.6800 -2.6083
43 C 4.8775 -1.3147 -0.5628
44 N 5.0515 -2.3943 -0.1352
45 H 5.7440 -1.7427 -2.8535
46 H 6.5279 -1.1684 -5.1388
47 H 6.9200 1.2288 -5.7445
48 H 6.4957 3.0298 -4.0539
49 H 5.5162 2.4501 -1.8421

Copy entry 2 word for word.
Here is a structure of composition C26H20ClIN6O7Y at a distorted geometry from OMol25. Energies are from wB97M-V/def2-TZVPD.

Computed properties:
calculated total energy: -72225.209 eV
HOMO energy: -10.38 eV
frontier orbital gap: 6.25 eV
multiplicity: 1
maximum force: 3.3 eV/A
charge: +1
relative energy (zero: lowest compared OMol25 entry of this formula, charge and spin): 0.0 kJ/mol

Geometry (Å):
1 Y -0.8207 -0.1794 -0.2744
2 O -1.7663 -3.5387 2.8631
3 C -2.2579 -2.7635 3.8738
4 C -2.2831 -3.3200 5.1939
5 C -2.8204 -2.6007 6.2505
6 C -3.4627 -1.4125 6.0013
7 C -3.5056 -0.9032 4.7131
8 C -2.7905 -1.4782 3.6643
9 C -2.4737 -0.7658 2.4025
10 O -1.7315 -1.3639 1.4759
11 N -2.9250 0.4327 2.2284
12 N -2.4996 0.9658 1.0514
13 C -3.1064 2.0716 0.6143
14 C -2.7829 2.6133 -0.6728
15 C -3.3986 3.7464 -1.2623
16 C -2.9723 4.1439 -2.5223
17 C -1.9243 3.4719 -3.1518
18 C -1.4470 2.3182 -2.5430
19 N -1.8652 1.8737 -1.3445
20 H -1.6514 -2.9094 2.0950
21 H -1.8411 -4.3174 5.3130
22 H -2.8144 -3.0077 7.2795
23 H -3.9147 -0.8524 6.8056
24 H -4.0601 0.0031 4.4975
25 H -3.9040 2.5344 1.2219
26 H -4.1667 4.3057 -0.7363
27 H -3.4503 4.9806 -3.0571
28 H -1.5505 3.7817 -4.1400
29 H -0.5588 1.8117 -2.9522
30 O 0.5804 -2.8336 -5.6713
31 C 1.6493 -2.1093 -5.3043
32 O 2.6883 -2.1361 -5.9754
33 C 1.5569 -1.2447 -4.0749
34 C 2.5514 -0.3469 -3.6588
35 Cl 3.7838 0.3005 -4.5817
36 N 2.1809 0.2630 -2.5036
37 N 0.9347 -0.1211 -2.1237
38 C 0.5987 -1.1053 -3.0456
39 C -0.6578 -1.8478 -2.8594
40 O -1.1602 -2.5455 -3.7467
41 O -1.2381 -1.7019 -1.6979
42 C 2.9014 1.2535 -1.7397
43 C 2.2462 2.4078 -1.2966
44 C 2.8202 3.2541 -0.3335
45 C 4.0533 2.9023 0.2106
46 C 4.7402 1.7641 -0.2418
47 C 4.2479 0.9921 -1.2840
48 H -0.1575 -2.7727 -5.0070
49 H 1.2676 2.5980 -1.7049
50 H 2.2292 4.1276 0.0226
51 H 4.4481 3.5001 1.0298
52 H 5.7139 1.4766 0.2396
53 H 4.8341 0.2122 -1.7660
54 N 2.4977 -0.8598 2.4403
55 C 2.0386 -1.3400 1.2616
56 O 0.9913 -0.7692 0.7794
57 C 2.6743 -2.4755 0.5821
58 I 1.9694 -4.3889 1.3832
59 H 2.1761 0.0162 2.7984
60 H 3.4073 -1.1335 2.7485
61 H 3.7669 -2.4906 0.6996
62 H 2.4117 -2.4874 -0.4670

Q: What is the calculated total energy in the second record?
A: -72225.209 eV

Please write out number 3 again, unchanged.
Here is a cluster of 2 separate species, C26H20F2O4S2 in total at a distorted geometry from OMol25. Energies are from wB97M-V/def2-TZVPD.

Computed properties:
calculated total energy: -62576.844 eV
HOMO energy: -8.19 eV
frontier orbital gap: 6.31 eV
multiplicity: 1
maximum force: 1.5 eV/A
relative energy (zero: lowest compared OMol25 entry of this formula, charge and spin): 0.0 kJ/mol

Geometry (Å):
1 F -0.0861 0.9258 0.2000
2 C 0.0129 0.0065 -0.7948
3 S -0.9722 0.5319 -2.2561
4 C -0.1877 1.8912 -3.1433
5 C 0.5631 1.6226 -4.2976
6 C 1.1230 2.6727 -5.0301
7 C 0.9531 3.9966 -4.5949
8 C 0.2310 4.2635 -3.4238
9 C -0.3575 3.2113 -2.7097
10 O -0.9872 -0.5989 -3.1621
11 O -2.1657 1.0682 -1.6269
12 S 1.7815 -0.1421 -1.2611
13 C 2.7903 -0.1594 0.2402
14 C 3.3432 1.0320 0.7193
15 C 4.0448 1.0284 1.9235
16 C 4.2370 -0.1693 2.6176
17 C 3.7883 -1.3705 2.0631
18 C 3.0739 -1.3720 0.8678
19 O 1.9574 -1.3755 -1.9999
20 O 2.1307 1.1640 -1.8097
21 H 0.7039 0.5921 -4.6297
22 H 1.7087 2.4468 -5.9276
23 H 1.4252 4.8132 -5.1410
24 H 0.1289 5.2846 -3.0452
25 H -0.9454 3.4019 -1.8108
26 H 3.2175 1.9543 0.1575
27 H 4.4414 1.9646 2.3063
28 H 4.7570 -0.1848 3.5753
29 H 3.9873 -2.3221 2.5514
30 H 2.7239 -2.2991 0.4119
31 F 1.9178 -3.1956 4.6058
32 C 0.9064 -2.8638 3.7400
33 C 0.6723 -3.7267 2.6659
34 C -0.1254 -3.2747 1.6326
35 C -0.7270 -1.9828 1.6761
36 C -1.5101 -1.5201 0.5418
37 C -2.8482 -0.9665 0.6520
38 C -3.9008 -1.4987 -0.1510
39 C -5.1538 -0.9047 -0.1626
40 C -5.3969 0.2394 0.6184
41 C -4.4091 0.7213 1.4860
42 C -3.1611 0.1157 1.5196
43 C -0.4830 -1.1664 2.8143
44 C 0.3529 -1.5890 3.8316
45 H 1.1607 -4.6943 2.6143
46 H -0.3613 -3.9155 0.7770
47 H -1.1596 -1.8518 -0.4412
48 H -3.6703 -2.3703 -0.7702
49 H -5.9198 -1.2935 -0.8368
50 H -6.3333 0.7854 0.4876
51 H -4.5723 1.6200 2.0777
52 H -2.3826 0.5463 2.1368
53 H -0.9367 -0.1803 2.8742
54 H 0.6195 -0.9120 4.6407

Q: What is the calculated total energy in the third record?
A: -62576.844 eV